{"formula": "C6H14N2O", "method": "wB97M-V/def2-TZVPD", "elements": ["C", "C", "C", "O", "H", "H", "H", "H", "H", "H", "C", "C", "N", "N", "C", "H", "H", "H", "H", "H", "H", "H", "H"], "xyz": [[2.48244, -0.93086, 0.90065], [0.59034, 0.40239, 0.12974], [1.07182, 0.64433, -1.23959], [1.08374, -0.91165, 0.71094], [0.93100, 1.16583, 0.84300], [2.74972, -1.91575, 1.28669], [2.79813, -0.16301, 1.62245], [3.01439, -0.75910, -0.04263], [1.91729, 1.31236, -1.34750], [0.39447, 0.68186, -2.07987], [-1.62508, 1.63836, 0.11967], [-0.95086, 0.26834, 0.24343], [-1.44178, -0.38237, 1.46497], [-0.67083, -1.48346, -1.46005], [-1.45770, -0.65588, -0.84006], [-1.60043, 0.28405, 2.21168], [-0.76066, -1.07148, 1.76721], [-1.03411, -2.08734, -2.18545], [0.40050, -1.26476, -1.38204], [-2.52555, -0.70196, -1.02955], [-1.30179, 2.27737, 0.94469], [-2.71145, 1.53627, 0.17913], [-1.35362, 2.11646, -0.81752]], "lowdin_charge": [-0.14, -0.39, -0.12, -0.26, 0.13, 0.08, 0.08, 0.07, 0.01, 0.00, -0.03, -0.53, 0.09, 0.19, -0.01, 0.08, 0.08, 0.13, 0.13, 0.14, 0.09, 0.08, 0.08], "e_lumo_ha": [0.0040, 0.0040], "orbital_gap_ev": [6.1, 6.1]}



{"formula": "C11H12N2", "method": "wB97M-V/def2-TZVPD", "elements": ["C", "C", "C", "C", "C", "C", "C", "C", "C", "C", "C", "N", "N", "H", "H", "H", "H", "H", "H", "H", "H", "H", "H", "H", "H"], "xyz": [[1.85638, -3.36835, 3.07258], [0.77654, 2.10626, -2.43411], [2.51854, -2.20584, 3.44397], [1.12416, -3.54925, 1.92896], [-0.35606, 2.22147, -3.15823], [0.65834, 1.82536, -1.05257], [2.05240, -1.38931, 2.46608], [0.75900, -2.47569, 1.16554], [-1.63607, 2.16193, -2.58483], [-0.58314, 1.53931, -0.60695], [-2.95787, 1.58703, -0.68690], [1.45473, -1.38144, 1.40724], [-1.69802, 1.81277, -1.33334], [1.87552, -4.04561, 3.89275], [1.79958, 2.20704, -2.80060], [3.07386, -1.92803, 4.28773], [0.58395, -4.50521, 1.68360], [-0.24919, 2.17360, -4.23690], [1.58939, 1.82911, -0.41396], [-0.64980, 1.10738, 0.36094], [0.14177, -2.45190, 0.30870], [-2.45235, 2.30954, -3.31917], [-3.05142, 2.25209, 0.12588], [-3.70030, 1.50161, -1.36724], [-2.92994, 0.66617, -0.14916]], "lowdin_charge": [0.02, 0.00, 0.10, 0.01, 0.00, 0.00, 0.12, -0.04, 0.03, -0.03, 0.04, 0.20, -0.08, 0.15, 0.14, 0.14, 0.17, 0.14, 0.15, 0.13, 0.13, 0.18, 0.11, 0.08, 0.11], "e_lumo_ha": -0.3243, "charge": 2, "orbital_gap_ev": 8.4}



{"formula": "C32H34CrN6O4PS3", "method": "wB97M-V/def2-TZVPD", "elements": ["Cr", "C", "C", "N", "N", "C", "S", "S", "C", "C", "C", "C", "C", "C", "C", "C", "C", "C", "C", "C", "C", "O", "H", "H", "H", "H", "H", "H", "H", "H", "H", "H", "H", "H", "H", "H", "N", "C", "S", "N", "N", "C", "C", "C", "C", "C", "C", "C", "C", "C", "C", "C", "C", "N", "H", "H", "H", "H", "H", "H", "H", "H", "H", "H", "H", "C", "O", "P", "O", "C", "O", "C", "H", "H", "H", "H", "H", "H", "H", "H", "H"], "xyz": [[-0.05476, 0.50569, 0.64584], [2.93174, 0.64318, -2.66194], [2.06049, 0.15957, -1.53263], [1.11388, 0.88780, -1.04693], [0.88836, 2.08308, -1.76691], [-0.18934, 2.69630, -1.42993], [-1.30087, 2.30679, -0.16390], [-0.61834, 4.17997, -2.28206], [0.13950, 3.94131, -3.91935], [-0.67584, 3.05720, -4.83047], [-1.76118, 3.58371, -5.52684], [-2.55507, 2.77534, -6.32735], [-2.27367, 1.42065, -6.44547], [-1.18641, 0.88809, -5.76802], [-0.39355, 1.70052, -4.96721], [2.34865, -1.20320, -1.02339], [3.27832, -2.00331, -1.70722], [3.57824, -3.29284, -1.31608], [2.93439, -3.82749, -0.20347], [2.01830, -3.06700, 0.48995], [1.72227, -1.75502, 0.10236], [0.85125, -1.09849, 0.85562], [2.73008, 1.68010, -2.89173], [2.77868, 0.04082, -3.55923], [3.97789, 0.53760, -2.37016], [1.15193, 3.57140, -3.77546], [0.18898, 4.95528, -4.31782], [-1.99022, 4.63996, -5.43387], [-3.39487, 3.20334, -6.85997], [-2.89244, 0.78795, -7.06911], [-0.94903, -0.16507, -5.86782], [0.45744, 1.28894, -4.44780], [3.78240, -1.60821, -2.57654], [4.30000, -3.87485, -1.87265], [3.15044, -4.83839, 0.12077], [1.50228, -3.45317, 1.36049], [-1.03658, 1.34654, 5.26110], [-1.04844, 1.25546, 3.89399], [-0.68199, 2.62076, 2.96722], [-1.41233, 0.04795, 3.48797], [-1.32890, -0.18510, 2.16122], [-2.01894, -1.21689, 1.76837], [-2.84070, -2.06615, 2.67125], [-4.20760, -2.18514, 2.44993], [-4.98861, -3.00270, 3.25874], [-4.39938, -3.72004, 4.28723], [-3.02994, -3.60939, 4.51063], [-2.25809, -2.78176, 3.71447], [-2.00441, -1.53311, 0.32385], [-2.59839, -2.66324, -0.22066], [-2.55814, -2.84679, -1.59190], [-1.93676, -1.90300, -2.39234], [-1.32854, -0.82608, -1.77721], [-1.35218, -0.66151, -0.45506], [-1.02413, 2.27295, 5.64901], [-1.52106, 0.62225, 5.76561], [-4.67325, -1.61376, 1.65425], [-6.05410, -3.07537, 3.08117], [-5.00180, -4.36398, 4.91466], [-2.56438, -4.16232, 5.31675], [-1.19611, -2.68340, 3.89770], [-3.07295, -3.38566, 0.42674], [-3.01594, -3.72333, -2.03258], [-1.90293, -1.99939, -3.46810], [-0.81871, -0.05933, -2.34636], [1.93788, -0.27813, 3.85452], [2.04521, 1.08530, 3.43433], [1.81674, 1.49280, 1.89778], [2.37624, 2.98579, 1.90304], [2.16990, 4.01521, 2.87692], [3.06782, 0.78284, 1.15772], [4.40673, 0.90550, 1.62711], [2.56030, -0.38541, 4.73997], [2.28490, -0.95938, 3.07530], [0.90116, -0.50865, 4.10331], [1.27332, 4.58264, 2.64174], [3.04423, 4.66004, 2.81670], [2.07949, 3.59161, 3.87399], [4.94906, 0.03369, 1.26480], [4.45351, 0.93750, 2.71619], [4.85884, 1.81262, 1.22523]], "lowdin_spin": [1.00, 0.00, 0.00, 0.00, 0.00, 0.01, -0.01, 0.00, 0.00, 0.00, 0.00, 0.00, 0.00, 0.00, 0.00, 0.00, 0.00, 0.00, 0.00, 0.00, 0.00, 0.03, 0.00, 0.00, 0.00, 0.00, 0.00, 0.00, 0.00, 0.00, 0.00, 0.00, 0.00, 0.00, 0.00, 0.00, 0.00, 0.00, -0.01, -0.01, -0.01, 0.01, 0.00, 0.00, 0.00, 0.00, 0.00, 0.00, 0.00, 0.00, 0.00, 0.00, 0.00, -0.01, 0.00, 0.00, 0.00, 0.00, 0.00, 0.00, 0.00, 0.00, 0.00, 0.00, 0.00, 0.00, 0.00, -0.01, 0.00, 0.00, 0.00, 0.00, 0.00, 0.00, 0.00, 0.00, 0.00, 0.00, 0.00, 0.00, 0.00], "e_lumo_ha": [-0.0193, -0.0206], "multiplicity": 2, "orbital_gap_ev": [6.7, 6.7]}



{"formula": "C4H5NO", "method": "wB97M-V/def2-TZVPD", "elements": ["O", "C", "N", "C", "C", "C", "H", "H", "H", "H", "H"], "xyz": [[2.15378, -1.04596, 0.12352], [1.12949, -0.39689, 0.06676], [-0.11181, -0.94401, -0.03264], [-1.35997, -0.23037, -0.14782], [0.15521, 1.96756, 0.12247], [1.13763, 1.10634, 0.12957], [-0.12278, -1.95471, 0.03938], [-2.08866, -0.60370, 0.57692], [-1.77206, -0.30761, -1.16126], [-1.24367, 0.84431, 0.06813], [2.12285, 1.56505, 0.21497]], "lowdin_charge": [0.06, -0.52, 0.02, -0.08, 0.20, -0.15, 0.15, 0.10, 0.10, 0.01, 0.12], "e_lumo_ha": -0.0215, "orbital_gap_ev": 9.6}



{"formula": "C2H3O2PSr", "method": "wB97M-V/def2-TZVPD", "elements": ["H", "O", "C", "H", "C", "O", "Sr", "P", "H"], "xyz": [[0.46465, -0.93630, -1.61730], [-1.58390, 0.84327, -0.04986], [-0.33595, 0.79993, -0.33575], [0.15076, 1.62953, -0.88400], [0.34148, -0.47947, -0.63010], [0.30613, -1.26799, 0.43506], [-2.99237, -0.51895, 1.13460], [1.16885, 0.11161, 1.20167], [2.48036, -0.18163, 0.74569]], "lowdin_charge": [0.18, -0.34, -0.41, 0.15, -0.27, -0.34, 1.87, 1.19, -0.03], "e_lumo_ha": -0.3405, "charge": 2, "orbital_gap_ev": 8.0}



{"formula": "C4H12N2O2P", "method": "wB97M-V/def2-TZVPD", "elements": ["C", "C", "N", "C", "C", "P", "N", "O", "O", "H", "H", "H", "H", "H", "H", "H", "H", "H", "H", "H", "H"], "xyz": [[1.70013, -0.57695, -1.22618], [1.25912, -0.02660, 0.14274], [-0.13204, 0.24154, 0.26119], [-0.72825, 1.30752, -0.45664], [-0.53205, 2.61562, 0.32579], [-1.15427, -1.18917, 0.96926], [-1.03631, -3.03369, 0.57226], [-2.53176, -0.84739, 0.54289], [-0.66804, -1.19553, 2.36842], [2.74069, -0.89964, -1.19723], [1.07233, -1.42758, -1.49161], [1.59293, 0.17993, -2.00111], [1.48270, -0.77234, 0.91317], [1.85008, 0.87687, 0.36417], [-0.32032, 1.42734, -1.47808], [-1.79554, 1.08396, -0.52689], [0.53078, 2.81821, 0.45618], [-0.98922, 3.46158, -0.18491], [-0.97644, 2.49878, 1.30990], [-0.08675, -3.34605, 0.73727], [-1.27777, -3.19639, -0.40059]], "lowdin_charge": [-0.11, -0.34, -0.24, -0.33, -0.10, 0.36, -0.11, -0.40, -0.41, 0.05, 0.06, 0.05, 0.09, 0.10, 0.10, 0.09, 0.05, 0.05, 0.07, -0.02, -0.02], "smiles": "CCN(CC)[P@](N)(=O)[O-]", "e_lumo_ha": 0.1399, "charge": -1, "orbital_gap_ev": 7.9}



{"formula": "C6H11N3O6", "method": "wB97M-V/def2-TZVPD", "elements": ["C", "C", "C", "C", "N", "O", "O", "N", "O", "O", "H", "H", "H", "H", "H", "H", "H", "H", "C", "C", "N", "O", "O", "H", "H", "H"], "xyz": [[0.27642, 2.46595, -0.07784], [1.02149, 1.52035, 0.88862], [0.82447, 1.89504, 2.38498], [0.51962, 0.06881, 0.71069], [1.51453, -0.80931, 0.25570], [2.62817, -0.38663, 0.02335], [1.17590, -1.97627, 0.00207], [-0.70487, -0.22540, 1.14508], [-1.48444, 0.52905, 1.66197], [-1.15305, -1.50770, 1.08868], [-0.74514, 1.99892, -0.32451], [0.23712, 3.49253, 0.33472], [0.80766, 2.50556, -0.94651], [2.13194, 1.72016, 0.73460], [1.64517, 1.58796, 2.85280], [-0.02966, 1.58748, 2.89081], [0.77058, 2.97883, 2.27440], [-0.30810, -2.11757, 0.98639], [-1.82976, -3.03235, -1.92476], [-1.45393, -1.75919, -1.85941], [-0.31200, -1.10942, -2.48185], [0.10891, -1.61027, -3.50438], [0.11559, -0.06518, -1.96923], [-2.69574, -3.13008, -1.40219], [-1.15616, -3.71901, -2.35736], [-1.90472, -0.90227, -1.38682]], "lowdin_charge": [-0.05, -0.29, -0.03, -0.12, -0.33, 0.12, 0.03, -0.25, 0.09, 0.07, 0.10, 0.09, 0.03, 0.16, 0.03, 0.05, 0.09, 0.15, 0.12, -0.09, -0.37, 0.10, 0.05, 0.05, 0.08, 0.12], "smiles": "CC(C)/C([N+](=O)[O-])=[N+](\\[O-])O.C=C[N+](=O)[O-]", "e_lumo_ha": [-0.0464, -0.0464], "orbital_gap_ev": [8.5, 8.5]}



no.,energy (Ha)
1,-421.6241
2,-535.1323
3,-4449.7651
4,-285.2856
5,-599.8500
6,-761.0764
7,-850.5335